Entry 1:
Here is C38H28BF2GaN5O4Si as an isolated structure from the OMol25 dataset. Energies are from wB97M-V/def2-TZVPD.

```
80
Properties=species:S:1:pos:R:3
Ga 0.0826 0.3016 0.9394
C 0.9654 -1.5728 -2.5863
O 0.0978 -0.8662 -1.7257
C -0.8208 -0.0362 -2.3049
C -0.9211 0.1915 -3.6665
C -1.8991 1.0525 -4.1616
C -2.7596 1.6877 -3.2874
C -2.6439 1.4765 -1.9183
C -1.6862 0.6119 -1.4022
N -1.5104 0.3598 -0.0499
N -2.6866 0.4555 0.7336
C -2.7015 1.5173 1.6842
C -1.6489 1.5837 2.5838
O -0.6610 0.6769 2.6039
C -1.5896 2.6707 3.4986
C -2.5378 3.6449 3.4865
C -3.6200 3.6028 2.5703
C -4.5978 4.6232 2.5292
C -5.6321 4.5767 1.6377
C -5.7365 3.4856 0.7490
C -4.8075 2.4832 0.7639
C -3.7107 2.5170 1.6637
H 0.4012 -2.1940 -3.2883
H 1.5789 -2.2050 -1.9527
H 1.6147 -0.8928 -3.1443
H -0.2491 -0.3024 -4.3539
H -1.9722 1.2212 -5.2281
H -3.5141 2.3689 -3.6608
H -3.3005 1.9956 -1.2323
H -0.7462 2.7081 4.1768
H -2.4663 4.4824 4.1717
H -4.5075 5.4507 3.2241
H -6.3721 5.3666 1.6136
H -6.5626 3.4411 0.0500
H -4.9042 1.6461 0.0858
O 1.1370 -1.2381 1.3057
N 2.1178 -1.4498 0.4707
C 2.8814 -2.4454 0.7908
C 3.9624 -2.7592 -0.0990
N 4.8267 -3.0379 -0.8032
C 2.6932 -3.2549 1.9645
N 2.5683 -3.9044 2.9036
F -3.2697 -1.7414 0.0043
B -3.5055 -0.6826 0.7792
F -4.5870 -0.7298 1.5673
O 1.2985 1.5224 0.3760
Si 1.6910 3.0697 0.5768
C 3.4024 3.3260 -0.1439
C 4.2360 4.3677 0.2666
C 5.4877 4.5536 -0.3050
C 5.9308 3.6886 -1.2958
C 5.1215 2.6390 -1.7084
C 3.8687 2.4624 -1.1374
C 1.7132 3.5335 2.4006
C 2.1485 2.6067 3.3513
C 2.1459 2.9094 4.7050
C 1.7090 4.1553 5.1357
C 1.2732 5.0913 4.2086
C 1.2715 4.7779 2.8553
C 0.4843 4.2500 -0.2462
C 0.8926 5.4403 -0.8510
C -0.0362 6.3453 -1.3502
C -1.3939 6.0754 -1.2488
C -1.8210 4.8950 -0.6553
C -0.8864 3.9962 -0.1639
H 3.9074 5.0383 1.0545
H 6.1209 5.3671 0.0284
H 6.9095 3.8267 -1.7392
H 5.4698 1.9529 -2.4708
H 3.2450 1.6320 -1.4486
H 2.4748 1.6238 3.0283
H 2.4750 2.1706 5.4254
H 1.7017 4.3925 6.1928
H 0.9212 6.0611 4.5400
H 0.9001 5.5052 2.1418
H 1.9509 5.6612 -0.9417
H 0.3006 7.2616 -1.8205
H -2.1191 6.7824 -1.6338
H -2.8792 4.6737 -0.5687
H -1.2330 3.0769 0.2951
```

Max |F|: 0.006 Eh/bohr
Spin multiplicity: 1
Charge: -1
E_tot: -121875.35399 eV
Gap between HOMO and LUMO: 7.472 eV
Energy relative to the best compared isomer or geometry (same formula, charge and spin): 0.000 eV

Mulliken population analysis, charges in e, atoms 1 to 4: number 1, Ga, carries -0.782; number 2, C, carries -1.119; number 3, O, carries -0.092; number 4, C, carries 0.700

---

Entry 2:
Here is C38H28BaBrClF2IN6O3S as an isolated structure in a non-equilibrium geometry from the OMol25 dataset. Energies are from wB97M-V/def2-TZVPD.

```
82
Properties=species:S:1:pos:R:3
Ba 8.1065 -15.2027 -13.2348
O 7.2370 -15.6008 -9.3513
C 7.7771 -16.6747 -8.7689
C 7.1303 -17.2440 -7.6660
C 7.8480 -17.9748 -6.6912
C 9.1694 -18.3642 -6.9059
C 9.7686 -17.8591 -8.0586
C 9.0714 -17.1225 -9.0548
C 9.7004 -16.7095 -10.3415
O 8.9165 -15.8031 -11.0158
N 9.9111 -17.9333 -11.0818
N 10.4472 -17.9750 -12.2966
C 10.1576 -18.9373 -13.1588
C 8.9400 -19.6930 -13.2640
Br 7.9832 -18.8005 -14.8021
C 8.5079 -20.9159 -12.8144
C 7.2878 -21.6269 -13.3327
C 6.0103 -21.1330 -13.4688
C 4.9326 -22.0165 -13.7810
C 5.2109 -23.3639 -13.9509
C 6.5384 -23.8514 -14.0070
C 7.5395 -22.9766 -13.7485
H 8.0265 -15.4679 -10.1483
H 6.1226 -16.9257 -7.4000
H 7.3514 -18.2557 -5.7750
H 9.6477 -19.0752 -6.2337
H 10.8727 -17.8885 -8.0929
H 10.7351 -16.2589 -10.2805
H 9.2089 -18.6628 -10.8805
H 10.8885 -19.0112 -13.9924
H 9.1287 -21.4842 -12.0918
H 5.8726 -20.0566 -13.3986
H 3.9544 -21.6185 -13.9826
H 4.3923 -24.0536 -14.2218
H 6.8262 -24.8268 -14.4114
H 8.5700 -23.2487 -13.8758
Cl 1.8739 -13.3954 -9.4600
C 2.8425 -13.9401 -10.7706
C 2.5572 -15.2046 -11.3169
C 3.4504 -15.8314 -12.1785
I 3.0990 -17.6564 -13.0246
C 4.7231 -15.2272 -12.4257
O 5.7120 -15.8923 -12.9224
C 4.8748 -13.8972 -12.0029
N 6.0864 -13.3928 -12.2090
C 6.3091 -12.0834 -11.9109
C 5.3350 -11.2411 -11.3605
C 4.1518 -11.8122 -10.8898
C 3.8822 -13.1310 -11.3002
H 1.6732 -15.7398 -10.8885
H 7.3243 -11.7251 -12.0831
H 5.5835 -10.1316 -11.1994
H 3.5074 -11.2201 -10.3008
N 12.1372 -12.6971 -14.2328
C 12.7623 -11.9900 -13.1979
C 14.0542 -11.4086 -13.3395
C 14.6964 -10.8681 -12.2123
C 14.1726 -11.0813 -10.9667
C 12.9146 -11.6055 -10.7796
C 12.1505 -11.9801 -11.9572
S 10.6462 -12.7028 -11.6594
N 10.0709 -13.2010 -13.1654
C 10.8675 -13.1462 -14.2027
C 10.4567 -13.7991 -15.5132
C 11.0309 -13.2465 -16.6845
C 10.9619 -13.9144 -17.9074
C 10.2819 -15.1483 -17.9219
C 9.6605 -15.5725 -16.7591
N 9.7390 -14.9628 -15.5294
H 12.7751 -12.9274 -15.0182
H 14.4214 -11.0877 -14.3337
H 15.6387 -10.3863 -12.3560
H 14.7721 -10.9437 -10.0082
H 12.4341 -11.6146 -9.8058
H 11.3881 -12.2077 -16.6012
H 11.4550 -13.5524 -18.8127
H 10.2281 -15.7434 -18.8343
H 9.1410 -16.5133 -16.8330
F 5.4244 -15.4498 -16.5754
C 5.5968 -14.5048 -15.5971
F 6.1880 -13.4266 -16.2383
H 4.5072 -14.1860 -15.3021
```

Max |F|: 0.066 Eh/bohr
Spin multiplicity: 1
Charge: -1
E_tot: -162570.52267 eV
Gap between HOMO and LUMO (alpha / beta): 2.736 / 5.413 eV
Energy relative to the best compared isomer or geometry (same formula, charge and spin): 1.517 eV

Mulliken population analysis, charges in e, atoms 1 to 4: number 1, Ba, carries 1.523; number 2, O, carries -0.676; number 3, C, carries 0.493; number 4, C, carries -0.807

---

Entry 3:
Here is C38H28GeHgN3O7S4 as an isolated structure from the OMol25 dataset. Energies are from wB97M-V/def2-TZVPD.

```
82
Properties=species:S:1:pos:R:3
Hg 0.9951 0.2081 -0.6037
S 1.2316 2.3729 -1.8055
C -0.4423 2.9184 -1.7157
C -0.7438 4.1488 -0.9093
C -2.1721 4.6599 -0.9439
C -3.1220 3.9760 -1.8256
C -2.7855 2.8473 -2.4570
C -1.4485 2.2818 -2.3662
S -1.0869 0.7805 -3.2293
C -2.5506 -0.2392 -2.8238
C -2.1212 -1.4947 -2.1178
C -2.0707 -2.7196 -2.7646
C -1.6604 -3.8299 -2.0459
C -1.3451 -3.6884 -0.7091
C -1.3985 -2.4162 -0.1446
C -0.9360 -2.1930 1.2673
S -2.0067 -1.0382 2.1865
C -0.7978 -0.5057 3.3714
C -0.7991 -1.1105 4.6269
C 0.1517 -0.7874 5.5797
C 1.1312 0.1452 5.2632
C 1.1344 0.7584 4.0243
C 0.1660 0.4676 3.0533
S 0.2182 1.4033 1.5604
N -1.7775 -1.3503 -0.8388
H 1.0215 4.8044 0.0834
H -2.3168 5.7287 -0.8445
H -4.0968 4.4237 -1.9822
H -3.5036 2.3563 -3.1034
H -3.0964 -0.4712 -3.7380
H -3.1811 0.3418 -2.1532
H -2.3148 -2.7900 -3.8165
H -1.5598 -4.7926 -2.5301
H -1.0009 -4.5290 -0.1213
H 0.0628 -1.7503 1.2611
H -0.8841 -3.1407 1.8028
H -1.5558 -1.8564 4.8357
H 0.1420 -1.2740 6.5472
H 1.9038 0.3891 5.9829
H 1.8981 1.4827 3.7732
O 1.2597 -3.5836 -2.8952
C 1.4744 -2.7820 -1.9819
O 1.2075 -1.5392 -2.0385
C 2.1433 -3.3422 -0.7170
C 2.3858 -4.6955 -0.7221
C 2.9933 -5.3557 0.3472
C 3.4023 -4.6406 1.4648
C 3.2023 -3.2907 1.4769
C 2.5155 -2.5544 0.4379
O 2.2552 -1.3371 0.6313
N 3.7035 -2.5677 2.6452
O 3.5140 -3.0628 3.7479
O 4.3537 -1.5604 2.4537
N 3.2163 -6.7744 0.2994
O 3.8001 -7.3091 1.2391
O 2.8184 -7.4019 -0.6738
H 2.0852 -5.2433 -1.6037
H 3.8732 -5.1356 2.3014
Ge -2.4462 2.2681 0.9434
C -1.6434 3.9878 0.3328
C 0.4198 5.1395 -0.7676
C 0.0298 6.5717 -0.5739
C -0.5936 7.0123 0.5189
C -1.0143 6.1374 1.6094
C -1.3953 4.8528 1.5135
C -4.3515 2.7539 1.3020
C -4.8104 4.0673 1.4377
C -6.1335 4.3391 1.7667
C -7.0344 3.3038 1.9709
C -6.5975 1.9895 1.8439
C -5.2751 1.7246 1.5203
H -2.5208 1.1838 -0.1267
H 1.0458 5.0464 -1.6533
H 0.2761 7.2754 -1.3632
H -0.7865 8.0762 0.6323
H -1.0079 6.5743 2.6044
H -1.6090 4.3595 2.4590
H -4.1268 4.8945 1.2766
H -6.4623 5.3688 1.8621
H -8.0656 3.5161 2.2286
H -7.2907 1.1702 1.9997
H -4.9478 0.6922 1.4341
```

Max |F|: 0.007 Eh/bohr
Spin multiplicity: 2
Charge: -2
E_tot: -162690.75664 eV
Gap between HOMO and LUMO (alpha / beta): 5.610 / 6.622 eV
Energy relative to the best compared isomer or geometry (same formula, charge and spin): 3.450 eV

Mulliken population analysis, charges in e, atoms 1 to 4: number 1, Hg, carries 1.641; number 2, S, carries -0.294; number 3, C, carries -0.943; number 4, C, carries 1.258